No. 1
This record from OMol25 describes a molecular structure, C50H126Ag2CaCl4N10O10 in a non-equilibrium geometry. The level of theory is ωB97M-V with the def2-TZVPD basis set.

Atoms and positions in Å:
1 Ag -4.75183 1.71850 1.18058
2 Ag 2.34716 -0.22019 2.30901
3 Ca -1.19618 0.96920 0.96362
4 Cl -5.38890 3.85283 0.43457
5 Cl 1.20344 2.31871 1.36000
6 Cl 0.10282 -1.49493 1.99402
7 Cl -3.60545 -0.30701 1.20486
8 O 6.61937 -2.12306 0.74802
9 O 3.99401 1.82713 6.14770
10 O -0.89940 0.39763 -1.42873
11 O 0.29467 4.82466 -0.42348
12 O 1.65014 -1.12630 -5.38721
13 O -1.62636 4.73861 3.88513
14 O -2.36881 -2.82528 -2.28257
15 O -3.35804 -6.24657 2.60751
16 O -1.15435 -1.13748 5.18807
17 O 1.25238 -6.04211 1.72558
18 N -1.91942 2.75437 -0.50365
19 N 2.76076 -2.08123 -2.84545
20 N -1.82988 1.81312 3.15436
21 N 0.30004 -3.39026 -0.69698
22 N -3.54280 6.44168 1.12071
23 N 3.36324 -0.42478 0.22681
24 N -4.11330 -3.47776 0.25121
25 N 2.48457 0.17252 4.74461
26 N -3.24222 -3.40383 -3.20506
27 N 1.45637 5.53159 -0.83247
28 C 5.35822 -1.59566 1.06154
29 C -3.02781 6.33171 2.45511
30 C 0.96563 -4.69992 1.30783
31 C -4.09492 6.16681 3.56631
32 C 3.07265 6.02780 -2.63033
33 C 1.49843 -6.06176 3.13250
34 C -1.31808 -4.44158 -4.42711
35 C -1.02376 1.66139 5.50651
36 C 5.68950 0.58554 0.03691
37 C 0.08991 7.58134 -1.07917
38 C 1.94957 -2.50405 -5.14799
39 C -3.08017 3.32960 -2.62803
40 C 2.38513 3.64801 -2.07240
41 C -4.97467 -3.86245 2.57743
42 C -1.66865 1.22767 -2.37375
43 C 4.14904 -1.66053 4.87731
44 C -4.64087 -2.91831 -5.11982
45 C -1.09661 0.96947 4.16516
46 C -3.66505 -5.59600 1.38702
47 C 2.79241 7.52546 -2.45975
48 C -2.52356 -5.55528 -2.50904
49 C 6.53061 -3.37277 0.07914
50 C 3.03249 -2.74114 -4.10297
51 C 3.40422 -4.27203 -4.02811
52 C -2.10870 5.09647 2.55352
53 C -1.71893 -2.51461 5.11394
54 C -3.68990 -2.30027 -4.05713
55 C 0.67089 5.12766 -3.18477
56 C -0.78444 5.76455 4.44652
57 C -2.07232 -5.95372 3.07741
58 C -3.83378 -4.09212 1.59194
59 C -2.69166 -4.64992 -3.75742
60 C 1.36365 6.92784 -0.46776
61 C 2.57125 7.67807 -1.01492
62 C 1.86499 5.08877 -2.18734
63 C 0.39832 -4.80066 -0.10480
64 C 2.60483 -0.56832 -6.22007
65 C -2.55340 -1.51782 -4.70687
66 C 4.09803 3.10970 5.48354
67 C 1.33322 7.08686 1.00885
68 C 0.00569 -0.48872 -2.14082
69 C -3.67886 -5.21195 -4.78644
70 C 4.81223 -0.64142 -0.04469
71 C 1.36431 -5.63860 -0.92838
72 C 4.58936 0.73833 5.54435
73 C 3.62101 -0.38164 5.46971
74 C -1.85040 -0.35002 4.28692
75 C -4.46177 -1.26165 -3.17741
76 C -2.63437 2.19936 -1.68289
77 C -4.05991 -4.21623 -5.83412
78 H 0.10401 -2.73975 0.08073
79 H -1.20245 3.43146 -0.77989
80 H 2.32708 -5.14290 -0.72851
81 H 2.13527 -5.25824 3.52181
82 H -4.83375 -2.12958 -5.87661
83 H 1.00999 4.85023 -4.19885
84 H -5.25758 -1.73708 -2.59874
85 H 2.53366 0.52902 -6.07332
86 H -2.82640 -3.69140 1.92378
87 H -1.79516 2.75741 3.52102
88 H -4.88769 -0.47201 -3.81540
89 H 2.94638 0.35756 -0.26714
90 H -2.89453 -0.34198 4.58371
91 H -2.88520 -6.63047 -2.71313
92 H 2.48879 -1.14529 -3.10522
93 H -0.39107 5.48689 5.42606
94 H -4.26157 -2.46283 0.26387
95 H 2.62707 -4.95612 -4.36318
96 H 0.62640 4.31736 0.32312
97 H 3.29413 -0.65188 6.49310
98 H -1.33056 -5.84624 2.28091
99 H 4.89683 1.03587 4.54249
100 H 0.87778 -0.57262 -1.47705
101 H 2.83396 -1.24779 -0.04720
102 H 4.13017 2.95710 4.39582
103 H -2.25456 -1.95144 -5.66792
104 H 4.21455 -4.59260 -4.72367
105 H -2.76484 -0.47581 -4.65451
106 H -1.24938 5.02829 1.80607
107 H -2.84160 1.66899 3.24348
108 H -4.66629 -5.94253 1.12204
109 H -0.85149 2.70541 5.48413
110 H -0.55839 -3.25560 -1.21510
111 H -2.94071 -5.94666 0.67037
112 H 5.76351 1.19879 -0.91362
113 H -5.95632 -3.90971 2.05206
114 H -0.05769 0.92390 3.78418
115 H 3.30819 5.74050 -3.64349
116 H -2.79715 4.17077 2.33758
117 H -2.03768 1.53414 5.93296
118 H -2.52282 3.42647 0.03541
119 H 6.69833 0.31476 0.22873
120 H 0.52240 -5.92346 3.61553
121 H 1.87398 -4.08140 1.27041
122 H 5.39356 1.15081 0.93531
123 H 0.93626 -2.94082 -4.89254
124 H 3.64135 8.11362 -2.79506
125 H 5.06961 3.61817 5.79301
126 H -1.26385 -4.43915 -5.47482
127 H -3.91027 3.85598 -2.10125
128 H -1.88186 -0.79905 3.22850
129 H 2.46332 -0.86833 -7.28812
130 H -0.27420 1.17724 6.16920
131 H -0.58577 -5.14790 -4.05072
132 H -1.62580 -1.52579 -4.04930
133 H -0.10758 4.44075 -2.91010
134 H 1.42966 -6.66837 -0.56557
135 H 2.42965 1.16785 4.62346
136 H 0.06471 6.00819 3.75167
137 H -1.24714 -3.08080 4.23880
138 H -2.82001 -2.42462 4.88550
139 H 5.99323 -4.11996 0.66671
140 H -4.84379 -4.61276 -6.43360
141 H 0.26322 8.01748 -2.09578
142 H -5.58217 -3.18549 -4.64895
143 H 2.44707 8.74019 -0.72340
144 H -4.98283 6.87164 3.47399
145 H -2.93676 6.89601 0.44318
146 H 1.89989 7.87338 -3.07492
147 H 4.87980 -1.09532 -1.04461
148 H -3.77949 -0.72747 -2.48802
149 H -3.36054 2.83248 -3.54468
150 H 1.09090 8.10930 1.23311
151 H -3.47163 1.68416 -1.25968
152 H 5.49056 -0.86949 1.93228
153 H 3.98033 5.85142 -1.98179
154 H -2.44966 7.19764 2.64207
155 H -2.18596 0.48374 -3.00084
156 H 3.23559 3.72858 5.72968
157 H 3.93540 -2.26971 -4.43595
158 H -5.03648 -2.85839 2.93246
159 H -3.58720 6.35562 4.46385
160 H 2.27904 -3.01966 -6.05224
161 H -4.50582 -5.63901 -4.26358
162 H -0.55083 -5.38345 -0.05003
163 H 5.95051 -3.25288 -0.87984
164 H 7.54584 -3.78946 -0.13359
165 H 2.67902 3.09079 -2.94034
166 H -1.77946 -6.76316 3.68836
167 H 2.05465 -7.00976 3.31907
168 H -0.97058 1.71657 -3.10973
169 H -1.30515 6.73361 4.58701
170 H -3.34934 -6.11533 -5.26498
171 H -1.50758 -3.05440 6.04811
172 H 3.44689 7.26443 -0.51284
173 H 0.48307 6.50716 1.41114
174 H -0.21311 8.43456 -0.36107
175 H 4.39965 -1.53783 3.81598
176 H -0.50255 -1.39995 -2.45286
177 H 2.08585 -2.44500 -2.24521
178 H -4.45678 5.12964 3.56463
179 H 0.42393 0.01507 -3.00987
180 H 1.56609 -0.03548 5.19351
181 H 5.49192 0.47255 6.10344
182 H 1.70100 3.03210 -1.52601
183 H -1.93264 -4.97967 3.61251
184 H -0.73518 6.78628 -1.08004
185 H -4.81371 -3.93721 -0.36914
186 H -2.74409 -3.02147 -1.41206
187 H 3.39897 -2.46375 4.75569
188 H 3.86377 -4.58537 -3.09748
189 H 0.25977 6.15318 -3.22518
190 H -1.54026 -5.57323 -2.04808
191 H -2.32945 4.12910 -2.87178
192 H 5.00530 -2.08390 5.40658
193 H -3.24274 -3.87288 -6.40849
194 H 4.67582 -2.44189 1.33915
195 H 0.21258 -4.18758 1.95572
196 H -3.93730 5.63210 0.76684
197 H 1.07736 -5.63678 -1.99808
198 H 3.15555 3.64747 -1.32222
199 H 2.24844 6.69088 1.49356
200 H 3.64688 -0.93357 -5.94954
201 H -0.87864 -3.49487 -4.14924
202 H -3.11323 -5.18852 -1.66555
203 H -4.89730 -4.52273 3.48198

Its spin multiplicity is 1. The calculation puts the total energy at -165798.16499 eV. The value obtained for the HOMO energy is -8.41 eV. The LUMO energy is 0.4466 eV. Its HOMO-LUMO gap is 8.85 eV.

***

No. 2
This record from OMol25 describes 13 unconnected molecules or ions with the total composition C50H126O26 in a non-equilibrium geometry. The level of theory is ωB97M-V with the def2-TZVPD basis set.

Atoms and positions in Å:
1 O 5.39975 4.59123 -2.26181
2 O -1.06704 -5.29754 -3.10521
3 O 4.95501 4.80119 3.64788
4 O 2.80309 2.56486 7.19951
5 O 1.40108 5.57470 1.28559
6 O -3.84991 4.64952 0.07782
7 O 3.51481 -2.34242 4.25863
8 O -3.19923 -0.60037 -5.82837
9 O 6.32464 -3.18603 4.99572
10 O 4.00152 2.31733 2.70430
11 O -3.76821 1.58206 3.57651
12 O -1.87659 -1.81835 -8.12750
13 O 0.53615 3.32436 5.50599
14 O 0.88017 -0.66172 1.28714
15 O -1.96610 -0.39663 4.45438
16 O 1.74812 -3.01377 -6.70976
17 O -7.34957 0.70775 -0.06772
18 O -9.01082 -0.47152 2.30568
19 O -1.28672 -0.85555 -0.82600
20 O -3.72295 5.01155 -2.62796
21 O 1.63111 -5.70654 1.55808
22 O -0.46540 -8.32147 -2.63577
23 O 3.74462 -4.33050 -0.46266
24 O 4.60423 2.02250 -2.02357
25 O 1.56615 -1.36434 -4.21840
26 O -1.18791 4.26868 -0.89967
27 C 1.02056 -0.84476 -2.99218
28 C 5.05455 2.95421 1.98159
29 C -1.41791 -6.42536 -3.95687
30 C -6.75663 0.73749 -1.34548
31 C 4.34404 0.79685 -1.35899
32 C 2.12946 -2.09552 4.39509
33 C 1.55337 -4.27565 1.58393
34 C 4.17555 0.90379 2.82591
35 C -7.69564 -0.43027 2.71089
36 C -0.78954 4.95825 0.22000
37 C -8.69769 0.21995 -0.13360
38 C -3.84651 0.21481 3.11123
39 C 0.94432 -4.02324 -6.09866
40 C -4.56084 3.84264 -0.81669
41 C -3.29700 -0.76579 4.15921
42 C -1.14433 -1.67070 0.31595
43 C -4.94264 4.74301 -1.97822
44 C 3.94414 -3.50369 4.92593
45 C -1.95058 -4.14475 -3.23083
46 C -1.40594 -1.22531 5.40784
47 C -9.37206 0.44938 1.26208
48 C 0.45903 -7.81944 -1.64145
49 C -1.57878 -2.36364 -9.38215
50 C -2.71304 0.13063 -6.94470
51 C 3.87417 1.88476 7.91505
52 C 2.97350 2.54524 5.76975
53 C -0.19682 2.49559 4.63251
54 C 7.66756 -3.45782 4.53519
55 C -3.82225 6.07644 -3.54091
56 C -2.87428 0.08322 -4.60095
57 C 0.74030 4.79084 0.24310
58 C 1.14808 -1.78747 -6.66791
59 C 3.99761 4.30992 -2.47111
60 C 0.94715 0.66461 0.84633
61 C -0.47896 -7.63832 -3.88092
62 C 2.77490 -6.25945 0.81625
63 C 3.73872 -3.49933 -1.59306
64 C -0.37112 -1.14187 1.56118
65 C 1.93802 3.46424 5.13927
66 C -3.72236 3.96213 1.31255
67 C 5.92203 5.75593 -2.80736
68 C -2.76007 -0.71967 -8.24916
69 C 3.01022 -5.61193 -0.60594
70 C 0.67741 -1.25356 -5.30091
71 C 3.57236 2.91805 -1.84542
72 C 4.11462 5.87595 3.99108
73 C -2.17174 0.27444 -0.80908
74 C 4.94781 4.47427 2.21538
75 C 5.28336 -4.04771 4.51158
76 C -4.76024 1.87615 4.56353
77 H 2.01660 0.84896 0.74434
78 H 0.55997 -4.04000 1.96565
79 H 1.99777 -1.18638 -6.99169
80 H -6.80929 -0.20117 -1.89706
81 H -0.19699 2.84044 3.59850
82 H -0.06737 -3.83399 -6.45750
83 H 3.28368 0.29687 2.98184
84 H 1.05011 5.14878 -0.73874
85 H 0.54451 -0.17976 -5.43283
86 H -1.85076 0.45661 -4.63398
87 H 1.08173 3.75569 0.24417
88 H -1.23910 2.48165 4.95120
89 H -3.36910 0.05271 2.14484
90 H 2.65667 1.52654 5.54622
91 H 4.52203 6.82557 3.64416
92 H 6.04663 2.65009 2.31533
93 H 7.62390 -3.44776 3.44611
94 H 2.39659 -3.74156 2.02192
95 H -1.64900 0.35526 -6.87077
96 H 4.84972 2.16761 7.51958
97 H -3.52105 0.93623 -4.39560
98 H 3.54188 0.19183 -1.78158
99 H -7.17296 1.59201 -1.87891
100 H 4.54297 -2.76565 -1.53831
101 H 3.61614 -6.32029 -1.17091
102 H -3.23291 0.02731 -0.83964
103 H 3.65640 0.83967 7.69493
104 H -5.71095 4.22658 -2.55364
105 H 4.16017 0.91068 -0.29065
106 H -2.82322 6.34447 -3.88469
107 H 0.10765 1.44919 4.61153
108 H -4.53887 1.34590 5.48977
109 H -5.47955 5.63590 -1.65797
110 H -1.82331 -3.64278 -4.18996
111 H -6.90558 -0.72037 2.01825
112 H -4.71765 2.95133 4.73753
113 H 2.79043 -2.96336 -1.63277
114 H 5.05833 2.76758 0.90769
115 H 3.75477 4.35364 -3.53281
116 H -5.67548 0.77962 -1.21334
117 H 5.29882 -4.07304 3.42198
118 H 4.99122 0.64695 3.50179
119 H 3.11269 5.83854 3.56349
120 H -3.23461 4.68329 1.96839
121 H 5.36193 0.41081 -1.41355
122 H -1.60030 -6.24484 -5.01623
123 H -0.89394 -3.20301 -9.26147
124 H 3.93858 5.88939 5.06669
125 H 0.53441 -8.43989 -0.74845
126 H 8.05685 -4.42885 4.84121
127 H -2.35215 -0.10634 -9.05261
128 H 2.63066 2.60487 -2.29621
129 H 0.46482 0.89325 -0.10403
130 H -4.89171 0.00433 2.88460
131 H -0.99531 -0.41065 2.07479
132 H -0.63825 -8.33394 -4.70483
133 H 0.49866 -7.24737 -4.16290
134 H 0.74363 0.18949 -3.19649
135 H 4.54042 0.50009 1.88145
136 H -9.27981 0.72302 -0.90572
137 H -4.00713 -0.94689 4.96606
138 H 1.67126 -0.82015 -2.11806
139 H -1.53188 -3.55037 -2.41874
140 H 3.95368 -3.24910 5.98574
141 H 3.25424 5.03784 -2.14610
142 H 3.69632 2.08796 8.97107
143 H -4.25034 6.92368 -3.00516
144 H -2.98241 -4.48145 -3.13048
145 H -5.51372 3.55097 -0.37504
146 H -2.15787 -1.92947 0.62234
147 H 1.45748 -3.89014 0.56890
148 H 6.99792 5.78317 -2.63466
149 H -3.03327 -0.59876 -3.76564
150 H -8.54397 -0.84395 -0.31417
151 H -5.75710 1.70472 4.15735
152 H -10.46065 0.39505 1.25115
153 H -2.42755 -2.67333 -9.99188
154 H -1.15724 4.56940 1.16958
155 H 1.80961 -1.96985 5.42950
156 H 5.64948 5.76672 -3.86268
157 H 8.35291 -2.67360 4.85676
158 H -3.78024 -1.07693 -8.38961
159 H -1.98352 0.78649 0.13457
160 H 3.97538 2.63199 5.34928
161 H 4.09165 4.95538 1.74251
162 H 2.09535 3.50810 4.06158
163 H -7.53562 0.54936 3.16124
164 H 0.19384 -1.50422 -2.72809
165 H -2.14703 4.22891 -0.88938
166 H -0.61389 -2.50695 -0.13948
167 H -2.44198 -6.63784 -3.64988
168 H 2.61423 -7.33212 0.70832
169 H 0.60424 1.34985 1.62155
170 H 0.35637 -1.54231 -7.37587
171 H 2.15941 4.49828 5.40357
172 H -9.04447 1.42746 1.61442
173 H 3.69788 -6.15394 1.38640
174 H -4.07568 2.95759 -1.22827
175 H 2.05542 -5.51011 -1.12177
176 H 3.33910 3.06898 -0.79142
177 H -4.63047 3.77437 1.88542
178 H 3.27308 -4.33376 4.70512
179 H 1.28988 -5.00736 -6.41520
180 H 5.86041 4.90962 1.80828
181 H -0.07340 -1.89431 2.29146
182 H 1.87753 -1.20487 3.81944
183 H -2.13809 -1.30429 6.21148
184 H 5.51523 -5.07282 4.80054
185 H -1.13569 5.98461 0.34187
186 H 0.96458 5.48504 2.13590
187 H 1.50437 -7.78165 -1.94793
188 H -3.16495 3.02575 1.28830
189 H -0.27184 -1.72757 -5.05124
190 H -0.42368 -0.92788 5.77499
191 H 1.45201 -2.87066 4.03688
192 H -4.40262 5.96474 -4.45677
193 H 1.06439 -4.00419 -5.01546
194 H -1.12665 -2.18603 4.97529
195 H 5.56869 6.66537 -2.32137
196 H 3.97598 -4.10860 -2.46518
197 H -7.69661 -1.16691 3.51430
198 H -1.02456 -1.67247 -10.01715
199 H -3.16152 -1.74076 3.69105
200 H -3.21231 1.09861 -6.90190
201 H 0.13503 -6.84395 -1.27875
202 H -1.94752 0.99062 -1.59960

Its spin multiplicity is 1. The calculation puts the total energy at -107108.22185 eV. The value obtained for the HOMO energy is -8.91 eV. The LUMO energy is 0.2959 eV. Its HOMO-LUMO gap is 9.21 eV.